A molecular structure, C4H4N2O2. Source: the Open Molecules 2025 dataset; level of theory: wB97M-V/def2-TZVPD.

The geometry in XYZ format:
```
12
Properties=species:S:1:pos:R:3
O 1.762 -0.898 -0.081
O 2.538 1.222 -0.635
N 0.624 0.976 0.657
N 0.084 -1.955 -1.239
C 1.689 0.506 -0.183
C -0.472 0.272 0.438
C -1.773 0.323 0.591
C 0.514 -0.956 -0.613
H -2.476 0.504 -0.209
H -0.905 -1.894 -1.462
H -2.280 0.083 1.514
H 0.695 1.816 1.222
```

Results
Charge = 0
Total energy = -414.6455 Ha
ΔE to the lowest compared entry with this formula, charge and spin = 5.461 eV